69
Properties=species:S:1:pos:R:3 method="wB97M-V/def2-TZVPD" e_tot_ev=-129827.7545 homo_lumo_gap_ha="0.202 / 0.281" homo_ev="-5.48 / -8.25" multiplicity=3
Mo 0.041 -0.378 0.539
Br -2.993 -2.478 -3.281
C -3.466 -2.791 -1.458
C -4.791 -3.043 -1.137
C -5.077 -3.250 0.201
C -4.052 -3.203 1.133
C -2.768 -2.923 0.692
N -2.483 -2.716 -0.595
C -1.623 -2.857 1.694
O -1.738 -3.467 2.734
O -0.599 -2.128 1.367
H -5.552 -3.071 -1.902
H -6.095 -3.450 0.510
H -4.218 -3.377 2.187
N 1.112 -2.955 -2.838
C 0.720 -2.899 -1.570
N 0.561 -1.638 -1.238
C 0.855 -0.935 -2.382
N 1.204 -1.720 -3.389
C 0.703 0.491 -2.333
C 0.831 1.337 -3.423
N 0.620 2.642 -3.385
C 0.245 3.113 -2.154
C 0.103 2.328 -1.050
N 0.332 0.982 -1.082
H 1.298 -3.769 -3.396
H 0.553 -3.752 -0.935
H 1.113 0.902 -4.378
H 0.059 4.177 -2.077
H -0.195 2.747 -0.096
S -3.023 0.997 3.701
C -1.571 0.667 4.543
C -0.538 0.374 3.703
C -0.884 0.416 2.321
C -2.221 0.726 2.196
C -2.870 0.682 0.907
C -4.176 1.085 0.633
C -4.644 1.006 -0.662
C -3.807 0.543 -1.672
C -2.525 0.163 -1.333
N -2.075 0.206 -0.075
H -1.554 0.703 5.621
H 0.446 0.112 4.072
H -4.800 1.463 1.431
H -5.655 1.317 -0.891
H -4.133 0.480 -2.700
H -1.831 -0.202 -2.077
C 2.311 2.150 2.234
C 2.866 0.893 1.540
C 3.756 0.101 2.515
C 1.694 0.063 1.142
C 3.683 1.266 0.300
C 3.463 0.644 -0.923
C 4.218 0.969 -2.041
C 5.223 1.917 -1.948
C 5.470 2.528 -0.727
C 4.708 2.207 0.384
H 1.849 1.892 3.187
H 1.556 2.629 1.611
H 3.105 2.870 2.427
H 3.180 -0.225 3.383
H 4.580 0.724 2.866
H 4.181 -0.775 2.024
H 1.638 -1.032 1.474
H 2.679 -0.103 -1.008
H 4.007 0.483 -2.985
H 5.810 2.179 -2.817
H 6.259 3.264 -0.641
H 4.924 2.699 1.324

69
Properties=species:S:1:pos:R:3 method="wB97M-V/def2-TZVPD" e_tot_ev=-83073.8599 homo_lumo_gap_ha=0.227 homo_ev=-13.02 charge=+2
Ir -0.029 -0.242 0.336
C 1.951 5.321 0.892
C 1.642 4.613 2.044
C 1.611 3.226 2.026
C 1.875 2.535 0.844
C 2.182 3.255 -0.316
C 2.225 4.639 -0.288
P 1.962 0.727 0.732
C 3.230 0.461 -0.525
C 2.983 -0.029 -1.804
C 4.013 -0.113 -2.730
C 5.290 0.303 -2.389
C 5.537 0.826 -1.125
C 4.514 0.913 -0.198
C 2.562 0.013 2.276
C 1.849 0.235 3.460
C 2.260 -0.340 4.647
C 3.381 -1.160 4.668
C 4.081 -1.408 3.498
C 3.676 -0.829 2.304
H 2.000 6.401 0.917
H 1.448 5.138 2.969
H 1.412 2.704 2.948
H 2.409 2.737 -1.239
H 2.490 5.184 -1.184
H 1.991 -0.334 -2.100
H 3.814 -0.504 -3.719
H 6.093 0.231 -3.110
H 6.528 1.171 -0.862
H 4.715 1.344 0.776
H 0.966 0.859 3.458
H 1.702 -0.155 5.555
H 3.702 -1.612 5.597
H 4.950 -2.052 3.509
H 4.234 -1.039 1.401
N 1.446 -5.997 -3.501
C 2.277 -5.059 -3.034
S 3.876 -4.952 -3.349
C 1.651 -3.980 -2.214
C 0.570 -3.246 -2.689
C 0.121 -2.157 -1.970
N 0.678 -1.790 -0.804
C 1.677 -2.550 -0.306
C 2.192 -3.628 -0.981
H 1.821 -6.735 -4.078
H 0.492 -6.074 -3.190
H 0.106 -3.480 -3.637
H -0.683 -1.540 -2.343
H 2.070 -2.260 0.659
H 3.025 -4.179 -0.571
F -2.866 0.766 3.817
C -1.892 -0.135 3.888
F -2.402 -1.317 4.186
F -1.036 0.232 4.849
C -1.127 -0.195 2.554
O -0.487 -1.219 2.220
O -1.125 0.824 1.787
S -0.429 1.021 -1.555
C -1.523 2.226 -0.871
N -2.799 1.861 -0.609
C -3.729 2.679 -0.091
C -3.404 3.983 0.190
C -2.113 4.414 -0.087
C -1.175 3.540 -0.620
H -3.059 0.907 -0.830
H -4.710 2.256 0.072
H -4.150 4.646 0.604
H -1.831 5.440 0.113
H -0.169 3.866 -0.833

64
Properties=species:S:1:pos:R:3 method="wB97M-V/def2-TZVPD" e_tot_ev=-73112.3903 homo_lumo_gap_ha="0.187 / 0.192" homo_ev="-14.44 / -14.50" charge=+2 multiplicity=2
Ir 0.535 1.522 1.462
C -1.936 -0.019 -0.085
C -2.102 1.439 -0.522
C -1.291 1.767 -1.764
Sb 0.834 1.664 -1.294
C 1.442 -0.291 -1.992
C 0.538 -1.181 -2.546
C 0.987 -2.408 -3.008
C 2.328 -2.737 -2.914
C 3.229 -1.837 -2.370
C 2.787 -0.610 -1.903
C 1.621 2.769 -2.995
C 1.181 2.307 -4.226
C 1.587 2.967 -5.375
C 2.433 4.059 -5.282
C 2.872 4.502 -4.046
C 2.471 3.851 -2.887
Sb -1.637 -0.182 2.072
C -0.564 -2.046 2.251
C -0.788 -3.038 1.312
C -0.120 -4.245 1.434
C 0.771 -4.444 2.477
C 0.987 -3.446 3.413
C 0.322 -2.235 3.298
C -3.696 -0.766 2.480
C -4.710 0.072 2.049
C -6.010 -0.406 2.020
C -6.282 -1.700 2.439
C -5.262 -2.509 2.910
C -3.956 -2.041 2.953
H -1.055 -0.469 -0.547
H -2.806 -0.606 -0.371
H -1.791 2.135 0.282
H -3.158 1.635 -0.719
H -1.474 2.790 -2.092
H -1.539 1.098 -2.586
H -0.510 -0.933 -2.644
H 0.281 -3.096 -3.447
H 2.672 -3.697 -3.271
H 4.278 -2.083 -2.310
H 3.492 0.095 -1.484
H 0.534 1.441 -4.299
H 1.250 2.615 -6.339
H 2.759 4.562 -6.180
H 3.532 5.352 -3.978
H 2.816 4.200 -1.923
H -1.497 -2.887 0.508
H -0.304 -5.029 0.716
H 1.300 -5.381 2.561
H 1.671 -3.604 4.233
H 0.486 -1.455 4.030
H -4.500 1.089 1.743
H -6.806 0.236 1.677
H -7.297 -2.067 2.422
H -5.478 -3.511 3.252
H -3.168 -2.673 3.341
S 1.249 3.494 2.779
C 2.762 2.940 3.343
C 3.499 3.864 4.121
N 4.091 4.612 4.752
C 3.320 1.680 3.116
S 2.604 0.398 2.241
C 4.595 1.382 3.650
N 5.626 1.095 4.059

68
Properties=species:S:1:pos:R:3 method="wB97M-V/def2-TZVPD" e_tot_ev=-121149.1115 homo_lumo_gap_ha=0.311 homo_ev=-10.61 charge=+1
Sc 1.606 -1.367 0.417
S 0.061 -2.817 -1.027
P -1.071 -1.130 -0.657
C -0.044 -0.118 0.245
P 0.761 1.269 -0.312
S 2.692 0.646 -0.720
C 0.886 2.496 1.016
C 1.773 3.564 0.875
C 1.877 4.514 1.877
C 1.092 4.405 3.020
C 0.203 3.348 3.158
C 0.098 2.393 2.157
C 0.131 2.196 -1.719
C -0.763 3.242 -1.496
C -1.259 3.965 -2.569
C -0.866 3.643 -3.860
C 0.022 2.599 -4.083
C 0.523 1.875 -3.015
C -2.524 -1.616 0.293
C -3.540 -2.347 -0.321
C -4.638 -2.759 0.415
C -4.723 -2.444 1.766
C -3.713 -1.717 2.379
C -2.613 -1.302 1.644
C -1.713 -0.526 -2.226
C -1.262 -1.025 -3.444
C -1.801 -0.545 -4.628
C -2.780 0.436 -4.597
C -3.226 0.944 -3.384
C -2.700 0.458 -2.199
H 2.382 3.642 -0.019
H 2.563 5.344 1.770
H 1.174 5.148 3.802
H -0.408 3.269 4.048
H -0.580 1.555 2.252
H -1.061 3.500 -0.487
H -1.946 4.783 -2.399
H -1.248 4.215 -4.696
H 0.328 2.353 -5.091
H 1.232 1.073 -3.180
H -3.473 -2.590 -1.376
H -5.429 -3.322 -0.061
H -5.583 -2.764 2.340
H -3.786 -1.471 3.430
H -1.818 -0.729 2.105
H -0.503 -1.797 -3.462
H -1.459 -0.942 -5.575
H -3.203 0.808 -5.522
H -3.989 1.711 -3.363
H -3.060 0.840 -1.250
N 3.462 1.186 2.504
C 3.970 -0.061 2.487
N 3.346 -1.118 1.998
C 4.092 -2.267 2.237
C 5.280 -2.077 2.845
S 5.502 -0.409 3.193
C 3.449 -3.541 1.932
C 3.945 -4.775 2.151
S 2.718 -5.954 1.895
C 1.598 -4.698 1.512
N 2.122 -3.484 1.512
N 0.297 -4.976 1.302
H 2.803 1.426 1.776
H 4.067 1.941 2.782
H 6.001 -2.811 3.161
H 4.925 -5.057 2.495
H 0.033 -5.938 1.171
H -0.233 -4.292 0.773